*a*
Molecular formula: C2H2NO2
Method: DFT, ωB97M-V/def2-TZVPD

The calculation puts the LUMO energy (alpha / beta) at 4.12 / 4.12 eV. As for the total charge: -1. The calculation puts the HOMO energy (alpha / beta) at -1.1 / -1.1 eV.

Each line ends with the Mulliken charge.
Cartesian coordinates (Å):
C (-0.18, 0.27, -0.57)  -0.316
C (-0.16, 1.41, -3.14)  0.367
N (0.34, -0.88, -0.50)  -0.529
O (0.73, 2.16, -2.98)  -0.309
O (-1.11, 0.91, -3.62)  -0.299
H (-0.30, 1.03, 0.19)  -0.012
H (0.46, -1.31, 0.53)  0.099

*b*
Molecular formula: C2H2NO2
Method: DFT, ωB97M-V/def2-TZVPD

The calculation puts the LUMO energy at 4.52 eV. As for the total charge: -1. The calculation puts the HOMO energy at -3.6 eV.

Each line ends with the Mulliken charge.
Cartesian coordinates (Å):
H (-2.18, -0.49, -0.62)  0.208
N (-1.16, -0.62, -0.72)  -0.635
C (-0.46, 0.01, 0.11)  0.044
C (1.25, 0.10, 0.10)  0.491
O (1.60, 1.25, -0.18)  -0.673
O (1.84, -0.92, 0.40)  -0.677
H (-0.88, 0.67, 0.90)  0.242

Which is most stable? The ranking, best first, is *b*, *a*.

*a*
Molecular formula: C3H5N2O
Method: DFT, ωB97M-V/def2-TZVPD

The calculation puts the LUMO energy (alpha / beta) at 3.70 / 3.97 eV. As for the total charge: -1. The calculation puts the HOMO energy (alpha / beta) at -3.6 / -3.8 eV.

Each line ends with the Mulliken charge.
Cartesian coordinates (Å):
C (1.72, -0.86, -0.23)  0.564
C (-1.20, 0.01, -0.18)  -1.249
C (-0.08, 0.37, 0.78)  -0.199
N (2.39, -1.82, -0.33)  -0.649
N (1.25, 0.18, 0.27)  -0.529
O (1.12, 1.21, -1.67)  -0.530
H (-2.15, 0.34, 0.13)  0.439
H (-1.08, 0.50, -1.11)  0.365
H (-1.46, -1.14, -0.18)  0.251
H (-0.28, 1.51, 0.85)  0.247
H (-0.23, -0.30, 1.68)  0.290

*b*
Molecular formula: C3H5N2O
Method: DFT, ωB97M-V/def2-TZVPD

The calculation puts the LUMO energy (alpha / beta) at 4.74 / 4.74 eV. As for the total charge: -1. The calculation puts the HOMO energy (alpha / beta) at -2.0 / -2.0 eV.

Each line ends with the Mulliken charge.
Cartesian coordinates (Å):
C (-0.89, 0.02, 0.63)  0.079
C (-0.45, -1.17, 0.06)  -0.964
C (0.91, 1.13, -0.23)  -0.229
N (-0.35, 1.19, 0.45)  -0.711
N (1.58, -0.19, -0.32)  -0.134
O (2.49, -0.36, 0.55)  -0.519
H (-1.70, 0.01, 1.37)  0.359
H (-0.68, -2.11, 0.55)  0.269
H (-0.20, -1.23, -0.98)  0.262
H (0.78, 1.44, -1.29)  0.187
H (1.58, 1.86, 0.26)  0.401

Which is most stable? The ranking, best first, is *b*, *a*.

*a*
Molecular formula: C43H48F4N5O6Os
Method: DFT, ωB97M-V/def2-TZVPD

The calculation puts the LUMO energy (alpha / beta) at 2.17 / 2.17 eV. As for the total charge: -1. The calculation puts the HOMO energy (alpha / beta) at -3.5 / -3.4 eV.

Each line ends with the Mulliken charge.
Cartesian coordinates (Å):
Os (-0.39, -0.05, -0.02)  0.856
C (6.01, 2.50, -1.07)  -1.679
C (4.81, 3.28, -1.63)  2.010
C (4.95, 3.37, -3.15)  -2.097
C (4.83, 4.71, -1.07)  -1.747
C (3.52, 2.58, -1.21)  0.277
C (3.20, 2.41, 0.13)  -1.057
C (2.04, 1.75, 0.48)  -1.166
N (1.18, 1.24, -0.41)  0.501
C (1.47, 1.42, -1.71)  -0.079
C (2.61, 2.08, -2.13)  -0.792
C (0.48, 0.87, -2.69)  0.823
C (0.57, 1.03, -4.06)  -0.929
C (-0.42, 0.53, -4.89)  0.652
C (-1.50, -0.08, -4.27)  -0.482
C (-1.52, -0.22, -2.90)  -1.474
N (-0.53, 0.22, -2.12)  0.928
C (-0.37, 0.61, -6.41)  1.912
C (-1.65, 1.28, -6.93)  -1.726
C (0.84, 1.41, -6.91)  -2.135
C (-0.28, -0.82, -6.97)  -1.574
H (6.94, 3.00, -1.32)  0.444
H (6.03, 1.49, -1.48)  0.370
H (5.95, 2.42, 0.02)  0.332
H (5.89, 3.87, -3.40)  0.440
H (4.14, 3.94, -3.60)  0.417
H (4.98, 2.38, -3.61)  0.387
H (5.74, 5.23, -1.39)  0.508
H (4.80, 4.73, 0.02)  0.341
H (3.98, 5.28, -1.45)  0.301
H (3.85, 2.77, 0.92)  0.621
H (1.80, 1.61, 1.52)  0.769
H (2.79, 2.19, -3.19)  0.371
H (1.44, 1.52, -4.48)  0.473
H (-2.34, -0.47, -4.84)  0.457
H (-2.34, -0.71, -2.38)  0.358
H (-1.79, 2.26, -6.46)  0.366
H (-2.54, 0.68, -6.72)  0.309
H (-1.59, 1.42, -8.01)  0.467
H (0.84, 2.43, -6.51)  0.406
H (0.80, 1.47, -8.00)  0.453
H (1.78, 0.93, -6.63)  0.350
H (-1.15, -1.41, -6.69)  0.327
H (0.60, -1.33, -6.57)  0.319
H (-0.21, -0.80, -8.06)  0.452
F (3.99, -0.15, 3.48)  -0.274
C (3.21, -1.24, 3.32)  0.789
F (2.68, -1.55, 4.50)  -0.247
F (4.01, -2.25, 2.95)  -0.268
C (2.15, -0.94, 2.22)  0.136
O (1.19, -0.26, 2.77)  -0.541
O (2.38, -1.29, 1.10)  -0.490
F (-0.52, 4.47, 3.24)  -0.449
C (-0.25, 4.54, 1.93)  0.505
C (-1.17, 4.22, 1.01)  -0.066
N (-0.94, 4.31, -0.35)  0.163
C (-1.94, 3.74, -1.27)  -1.102
C (-2.31, 2.31, -0.93)  0.737
O (-3.29, 1.88, -1.56)  -0.785
O (-1.62, 1.76, -0.02)  -0.314
C (0.30, 4.67, -0.83)  0.485
O (0.59, 4.73, -2.01)  -0.672
N (1.22, 4.98, 0.15)  0.095
C (1.08, 4.95, 1.53)  0.339
O (2.01, 5.23, 2.27)  -0.691
H (-2.15, 3.88, 1.31)  0.317
H (-1.50, 3.77, -2.26)  0.408
H (-2.84, 4.34, -1.25)  0.265
H (2.15, 5.20, -0.19)  0.067
C (-0.70, 1.26, 4.32)  -1.560
C (-1.09, 0.21, 3.27)  2.926
C (-1.10, -1.16, 3.94)  -1.860
C (-2.48, 0.55, 2.75)  -1.272
C (-0.09, 0.27, 2.08)  -0.099
H (-1.39, 1.22, 5.18)  0.515
H (-0.75, 2.27, 3.91)  0.141
H (0.31, 1.08, 4.69)  0.107
H (-1.92, -1.22, 4.67)  0.500
H (-0.17, -1.34, 4.48)  0.294
H (-1.22, -1.96, 3.22)  0.240
H (-3.21, 0.50, 3.58)  0.547
H (-2.79, -0.13, 1.96)  -0.015
H (-2.51, 1.55, 2.32)  -0.117
H (0.14, 1.35, 2.01)  -0.378
C (0.37, -3.66, -3.99)  -0.577
C (-0.87, -3.95, -3.43)  -0.734
C (-1.20, -3.44, -2.18)  0.075
C (-0.32, -2.63, -1.46)  -0.914
C (0.94, -2.39, -2.02)  0.182
C (1.27, -2.89, -3.27)  -0.673
N (-0.68, -2.04, -0.21)  0.987
C (-1.07, -3.00, 0.75)  -0.642
C (-0.29, -4.12, 1.06)  0.042
C (-0.71, -5.05, 1.99)  -0.744
C (-1.94, -4.91, 2.63)  -0.552
C (-2.73, -3.81, 2.32)  -0.483
C (-2.30, -2.87, 1.39)  -0.556
H (0.63, -4.05, -4.97)  0.436
H (-1.59, -4.56, -3.97)  0.354
H (-2.17, -3.65, -1.74)  0.452
H (1.64, -1.80, -1.44)  0.485
H (2.25, -2.67, -3.69)  0.425
H (0.68, -4.23, 0.57)  0.415
H (-0.08, -5.90, 2.23)  0.384
H (-2.27, -5.63, 3.37)  0.372
H (-3.69, -3.67, 2.80)  0.401
H (-2.91, -2.02, 1.13)  0.423

*b*
Molecular formula: C43H48F4N5O6Os
Method: DFT, ωB97M-V/def2-TZVPD

The calculation puts the LUMO energy at 1.14 eV. As for the total charge: -1. The calculation puts the HOMO energy at -2.5 eV.

Each line ends with the Mulliken charge.
Cartesian coordinates (Å):
Os (-0.06, 0.16, 0.26)  1.815
C (-4.92, -2.90, -3.89)  -1.700
C (-3.40, -3.04, -4.02)  2.179
C (-2.99, -2.63, -5.44)  -2.056
C (-3.00, -4.51, -3.80)  -1.594
C (-2.71, -2.19, -2.96)  0.157
C (-3.03, -2.35, -1.62)  -1.112
C (-2.38, -1.62, -0.65)  -0.999
N (-1.42, -0.72, -0.94)  0.149
C (-1.13, -0.52, -2.24)  0.245
C (-1.74, -1.24, -3.25)  -0.645
C (-0.18, 0.60, -2.51)  0.315
C (0.23, 0.99, -3.77)  -0.519
C (1.04, 2.10, -3.94)  0.468
C (1.34, 2.83, -2.79)  -1.046
C (0.94, 2.39, -1.56)  -0.940
N (0.23, 1.25, -1.41)  0.468
C (1.64, 2.49, -5.29)  2.114
C (3.14, 2.20, -5.23)  -1.605
C (1.42, 3.99, -5.55)  -1.730
C (1.02, 1.70, -6.44)  -2.084
H (-5.41, -3.46, -4.69)  0.473
H (-5.22, -1.85, -3.97)  0.357
H (-5.28, -3.28, -2.94)  0.332
H (-3.53, -3.24, -6.16)  0.441
H (-1.92, -2.77, -5.61)  0.392
H (-3.24, -1.58, -5.63)  0.414
H (-3.53, -5.15, -4.51)  0.435
H (-3.23, -4.84, -2.79)  0.356
H (-1.92, -4.64, -3.95)  0.365
H (-3.78, -3.06, -1.29)  0.600
H (-2.61, -1.73, 0.39)  0.665
H (-1.44, -1.06, -4.27)  0.423
H (-0.07, 0.39, -4.62)  0.366
H (1.92, 3.74, -2.83)  0.382
H (1.19, 2.91, -0.65)  0.651
H (3.62, 2.74, -4.41)  0.361
H (3.62, 2.49, -6.17)  0.444
H (3.32, 1.13, -5.06)  0.345
H (1.98, 4.61, -4.85)  0.335
H (0.36, 4.25, -5.47)  0.373
H (1.76, 4.24, -6.56)  0.471
H (1.21, 0.63, -6.33)  0.405
H (1.47, 2.02, -7.38)  0.446
H (-0.06, 1.86, -6.51)  0.416
F (-2.09, -4.55, 1.54)  -0.285
C (-1.62, -3.48, 2.21)  0.615
F (-1.13, -3.91, 3.37)  -0.261
F (-2.70, -2.71, 2.46)  -0.218
C (-0.54, -2.74, 1.37)  0.132
O (0.11, -3.48, 0.63)  -0.967
O (-0.48, -1.50, 1.57)  -0.573
F (5.77, -2.73, 2.32)  -0.336
C (4.72, -2.34, 1.59)  0.611
C (4.70, -1.15, 0.99)  -0.311
N (3.64, -0.75, 0.21)  0.376
C (3.58, 0.61, -0.32)  -1.235
C (2.73, 1.56, 0.53)  0.740
O (3.14, 2.71, 0.61)  -0.791
O (1.68, 1.07, 1.06)  -0.408
C (2.55, -1.54, 0.07)  0.307
O (1.58, -1.18, -0.64)  -0.945
N (2.58, -2.75, 0.67)  0.129
C (3.59, -3.26, 1.49)  0.190
O (3.51, -4.34, 2.01)  -0.652
H (5.53, -0.46, 1.09)  0.323
H (3.13, 0.55, -1.31)  0.157
H (4.58, 1.01, -0.40)  0.414
H (1.68, -3.27, 0.59)  0.300
C (-2.85, 3.06, 0.89)  -2.167
C (-2.30, 1.84, 1.66)  3.379
C (-2.11, 2.22, 3.14)  -1.667
C (-3.29, 0.68, 1.54)  -1.823
C (-0.95, 1.54, 1.13)  -0.823
H (-3.79, 3.38, 1.34)  0.462
H (-3.04, 2.80, -0.16)  0.369
H (-2.15, 3.89, 0.92)  0.392
H (-3.09, 2.33, 3.62)  0.483
H (-1.56, 3.16, 3.24)  0.481
H (-1.54, 1.45, 3.67)  0.076
H (-4.24, 0.95, 2.00)  0.501
H (-2.90, -0.21, 2.04)  0.244
H (-3.47, 0.45, 0.49)  0.388
H (-0.23, 2.34, 1.39)  0.338
C (3.63, 3.34, 4.73)  -0.712
C (2.35, 3.39, 5.27)  -0.633
C (1.45, 2.35, 5.08)  0.037
C (1.78, 1.20, 4.31)  -0.461
C (3.09, 1.18, 3.78)  -0.288
C (3.99, 2.22, 3.98)  -0.214
N (0.89, 0.21, 4.02)  0.034
C (0.14, -0.30, 5.03)  -0.260
C (-1.15, -0.84, 4.79)  0.351
C (-1.89, -1.47, 5.78)  -0.794
C (-1.40, -1.61, 7.07)  -0.643
C (-0.14, -1.08, 7.35)  -0.536
C (0.60, -0.43, 6.38)  -0.570
H (4.34, 4.15, 4.88)  0.341
H (2.05, 4.25, 5.85)  0.330
H (0.45, 2.41, 5.49)  0.403
H (3.38, 0.30, 3.22)  0.371
H (4.98, 2.16, 3.55)  0.309
H (-1.53, -0.75, 3.78)  0.417
H (-2.87, -1.87, 5.53)  0.364
H (-1.97, -2.12, 7.83)  0.357
H (0.28, -1.20, 8.34)  0.337
H (1.59, -0.04, 6.61)  0.385

Which is most stable? The ranking, best first, is *a*, *b*.